Below is one molecule with the formula C4H7NS in a non-equilibrium geometry, with properties calculated with ωB97M-V/def2-TZVPD.

- HOMO-LUMO gap: 8.7 eV
- HOMO level: -8.31 eV
- SMILES string: C/C=C/C(N)=S

Bonds (Å) are listed after each position.
Cartesian coordinates (Å):
1 C -0.3936 -2.0564 2.3262  C2 1.517, H5 1.106, H6 1.096, H7 1.103
2 C 0.2268 -1.1575 1.2734  C1 1.517, C3 1.308, H8 1.073
3 C -0.4130 -0.4948 0.3452  C2 1.308, C4 1.486, H9 1.141
4 C 0.2193 0.4423 -0.6196  C3 1.486, N12 1.333, S13 1.639
5 H -0.1594 -1.7146 3.3512  C1 1.106
6 H -1.4786 -2.0743 2.1757  C1 1.096
7 H -0.0038 -3.0851 2.2457  C1 1.103
8 H 1.2933 -1.0418 1.2980  C2 1.073
9 H -1.5491 -0.4489 0.2541  C3 1.141
10 H 1.9468 0.7381 -1.6006  N12 0.994
11 H 1.9720 -0.7247 -0.7342  N12 1.025
12 N 1.4672 0.1340 -0.9743  C4 1.333, H10 0.994, H11 1.025
13 S -0.6330 1.6882 -1.2575  C4 1.639